No. 1
{"formula": "C19H27Br39FN2", "method": "ωB97M-V/def2-TZVPD", "homo_energy_ha": -0.073, "lumo_energy_ev": 0.92, "total_charge": -1, "species": ["Br", "Br", "H", "C", "Br", "C", "C", "Br", "H", "Br", "Br", "Br", "C", "H", "N", "Br", "Br", "H", "N", "Br", "Br", "Br", "C", "Br", "H", "C", "C", "C", "H", "H", "C", "C", "Br", "H", "Br", "H", "H", "C", "H", "H", "H", "Br", "C", "Br", "Br", "C", "Br", "Br", "C", "Br", "Br", "H", "Br", "Br", "H", "Br", "C", "H", "H", "H", "Br", "Br", "Br", "C", "Br", "C", "Br", "Br", "H", "H", "H", "Br", "H", "H", "Br", "Br", "Br", "F", "Br", "H", "Br", "Br", "H", "Br", "C", "H", "C", "H"], "coordinates": [[2.554, 9.504, -7.754], [3.160, -4.626, -2.461], [-2.525, -1.407, 1.018], [2.883, 5.012, -7.222], [-3.720, 2.985, -0.051], [-4.008, -2.555, 0.149], [-0.287, -3.297, -3.894], [4.065, 6.288, -2.486], [-1.655, -4.697, -2.682], [-7.855, -5.794, 7.632], [-3.838, -3.696, 6.790], [2.941, -2.074, 6.552], [4.004, -0.713, 5.697], [0.129, -4.314, -3.720], [-3.464, -1.715, 1.219], [7.105, 4.517, 5.981], [4.349, 3.012, -3.689], [-8.028, -4.509, -4.535], [-0.877, -2.748, -2.720], [6.591, -0.184, 0.686], [-3.637, 1.338, 2.688], [-8.608, -3.617, 5.429], [-3.545, -2.178, -1.268], [7.255, -3.297, 0.787], [7.007, -1.660, 2.625], [0.872, -2.505, -4.454], [-1.672, -0.237, 7.023], [2.992, 1.639, -3.770], [2.484, 4.202, -6.626], [-3.765, -4.258, -1.755], [1.460, 10.274, -6.373], [-2.600, 2.223, 1.318], [-7.624, -3.326, -2.401], [3.110, 7.916, -0.890], [4.052, 4.228, -8.536], [-3.732, -3.585, 0.360], [-6.494, -4.847, 5.796], [-7.529, -5.158, 5.841], [-2.485, -2.749, 4.946], [3.486, 0.690, -3.616], [1.782, -2.704, -3.898], [-4.598, -1.515, 4.599], [3.299, 7.969, -1.951], [-6.936, -2.463, -5.390], [-2.109, 0.266, 8.831], [3.270, -3.315, -1.054], [4.085, -1.680, -1.685], [1.691, 1.843, -2.377], [-3.203, -3.390, -2.120], [-1.266, 1.050, 0.589], [8.966, 2.224, 7.176], [3.925, -3.713, -0.293], [-0.072, 11.188, -7.104], [3.830, 6.182, -6.023], [-2.713, -1.481, -1.267], [1.390, 5.915, -8.040], [-1.720, -3.750, -2.119], [4.365, -1.128, 4.768], [-3.530, -3.226, -3.141], [-1.401, -4.012, -1.086], [-1.435, 1.300, 5.890], [1.600, 8.271, -2.813], [2.953, 0.840, 5.263], [7.751, 3.664, 7.582], [2.160, 1.574, -5.501], [-7.185, -3.939, -4.176], [5.551, -0.251, 6.750], [2.484, 11.423, -5.214], [-5.085, -2.440, 0.190], [1.089, 9.459, -5.768], [-2.517, -0.789, 6.635], [-7.765, -6.555, 4.539], [-4.057, -0.935, 1.458], [-4.375, -1.667, -1.757], [6.301, 3.065, 8.698], [-5.658, -5.105, -4.157], [-0.144, -1.409, 6.957], [0.665, -1.112, -4.412], [1.558, -2.999, -0.245], [-2.081, 3.040, 1.797], [4.620, -2.183, 2.172], [-3.761, -4.446, 3.687], [8.304, 4.403, 8.140], [4.516, 9.436, -2.241], [-3.520, -3.059, 4.995], [1.011, -2.720, -5.514], [6.456, -1.806, 1.708], [-1.039, -3.401, -4.715]]}

=====

No. 2
{"formula": "C19H27ClN2O5S2", "method": "ωB97M-V/def2-TZVPD", "smiles": "CCCN(C(=O)c1cc(S(=O)(=O)N2CCCCC2)ccc1Cl)[C@H]1CCS(=O)(=O)C1", "homo_energy_ha": -0.358, "lumo_energy_ev": 0.17, "total_charge": 0, "relative_energy_ev": 1.046, "species": ["H", "C", "H", "C", "H", "O", "H", "C", "C", "C", "C", "H", "C", "H", "C", "C", "H", "H", "H", "H", "H", "C", "H", "C", "C", "H", "H", "H", "H", "N", "H", "N", "O", "C", "H", "H", "H", "H", "O", "O", "H", "S", "H", "C", "H", "C", "C", "C", "H", "S", "C", "C", "H", "O", "H", "Cl"], "coordinates": [[4.067, 3.439, -2.890], [-2.393, 2.632, -0.129], [0.614, 4.975, -2.653], [-0.879, 0.380, 0.523], [-1.897, -1.342, -2.128], [-2.080, 3.969, -2.783], [2.378, 2.982, -1.142], [-0.760, 0.967, -0.728], [-1.524, 2.073, -1.044], [0.219, -3.112, 1.512], [2.400, 2.455, -3.851], [0.199, 4.133, -1.146], [2.258, 3.855, -1.786], [0.773, -1.843, 3.199], [-1.748, 0.956, 1.452], [-2.502, 2.076, 1.136], [0.776, 3.590, -4.720], [-0.081, 0.572, -1.466], [-2.942, -3.315, -1.020], [-2.427, -1.331, 0.378], [-1.342, -2.843, -2.865], [2.741, -3.115, 1.453], [0.421, 1.855, -4.547], [0.912, 2.708, -4.077], [1.488, -3.421, 0.665], [2.947, 4.532, -3.710], [-0.441, -3.979, 1.455], [-0.294, -1.975, -1.749], [-0.091, -3.331, 3.675], [-0.551, -1.986, 0.985], [3.616, -3.651, 1.103], [0.272, 2.906, -2.794], [2.065, -5.115, 3.075], [0.606, -2.891, 2.971], [-3.166, 2.501, 1.872], [-1.347, -3.982, -0.680], [-2.967, 3.498, -0.417], [1.455, -2.846, -0.261], [1.179, -0.544, 1.202], [-1.749, 1.672, -3.619], [-2.414, -2.843, 1.297], [2.237, -3.688, 3.095], [2.895, 2.317, -4.813], [-1.325, -2.251, -1.954], [1.485, -4.482, 0.415], [-1.894, -2.271, 0.522], [-1.907, -3.053, -0.797], [0.014, -0.763, 0.927], [2.930, -2.049, 1.537], [-1.378, 2.718, -2.712], [0.772, 4.055, -2.072], [3.013, 3.632, -3.095], [2.649, 4.728, -1.263], [3.020, -3.133, 4.161], [2.523, 1.543, -3.264], [-1.887, 0.246, 3.019]]}

=====

No. 3
{"formula": "C19H27F4MgNSSi2", "method": "ωB97M-V/def2-TZVPD", "homo_energy_ha": -0.024, "lumo_energy_ev": 4.50, "total_charge": -2, "relative_energy_ev": 0.270, "species": ["H", "C", "C", "F", "H", "C", "C", "H", "F", "H", "C", "H", "H", "C", "C", "H", "H", "Si", "C", "C", "H", "C", "C", "H", "H", "C", "H", "H", "C", "C", "H", "H", "C", "H", "H", "H", "H", "H", "C", "N", "H", "H", "Si", "H", "H", "Mg", "C", "F", "C", "C", "S", "H", "H", "H", "F"], "coordinates": [[0.158, 3.855, 4.909], [1.585, 0.887, 4.492], [-0.612, 1.172, 6.590], [4.691, -1.005, -1.246], [-0.899, 1.648, 7.533], [2.592, -1.126, -0.136], [0.860, -0.074, 1.166], [-5.111, -2.933, -4.622], [4.711, -1.375, 0.877], [0.688, 3.267, -4.348], [2.148, 1.715, 7.553], [1.712, 2.307, 8.368], [-1.012, 0.051, 0.113], [1.682, -1.289, -1.207], [-2.118, 2.172, -3.489], [0.673, 4.184, 6.578], [1.871, 4.040, 5.282], [1.078, 1.767, 5.950], [2.170, -0.523, 1.034], [-1.933, -4.024, -2.745], [-0.585, 0.090, 6.753], [0.840, 2.288, -3.877], [-0.913, 1.270, -6.063], [-3.232, -1.358, -4.329], [-1.389, 1.371, 5.848], [-4.107, -4.502, -3.580], [1.523, -0.205, 4.495], [3.153, 2.101, 7.353], [-3.135, -2.359, -3.914], [-2.984, -4.926, -2.902], [0.556, 0.401, 2.094], [-1.054, -4.375, -2.210], [-1.956, -2.709, -3.237], [1.006, 2.448, -2.808], [-2.942, -5.935, -2.511], [2.848, -0.392, 1.866], [1.760, 1.855, -4.280], [2.260, 0.684, 7.903], [-4.210, -3.229, -4.095], [0.413, -0.852, -1.047], [-0.071, 0.833, -6.608], [-1.815, 0.739, -6.383], [-0.656, 1.130, -4.166], [-2.158, 3.164, -3.957], [-1.009, 2.318, -6.371], [-0.360, -1.260, -3.027], [0.923, 3.642, 5.659], [4.094, -2.936, -0.475], [0.024, -0.268, 0.090], [4.006, -1.609, -0.254], [2.032, -2.007, -2.747], [-2.022, 2.319, -2.409], [2.458, 1.248, 3.941], [-3.082, 1.681, -3.657], [-5.150, -5.374, -3.747]]}

=====

No. 4
{"formula": "C19H27MgN2OS2SbSe4Si", "method": "ωB97M-V/def2-TZVPD", "homo_energy_ha": -0.064, "lumo_energy_ev": 4.00, "total_charge": -2, "relative_energy_ev": 0.326, "species": ["C", "H", "H", "C", "H", "H", "C", "C", "Si", "H", "Sb", "C", "H", "C", "Se", "H", "H", "H", "Se", "N", "C", "H", "Mg", "Se", "H", "C", "O", "H", "H", "H", "C", "H", "H", "N", "C", "H", "C", "C", "C", "Se", "H", "C", "C", "H", "H", "C", "H", "H", "H", "H", "C", "S", "H", "C", "H", "S", "H", "C"], "coordinates": [[-1.933, -3.053, -0.445], [-1.762, -0.655, 2.665], [2.896, -3.394, -2.918], [2.417, -4.644, 0.871], [-5.861, 1.254, 0.826], [-3.873, -2.396, 1.844], [-5.008, 0.588, 0.749], [-1.041, 1.469, 3.281], [1.813, -3.966, -0.764], [-0.129, -5.589, -0.779], [5.320, 0.414, 0.525], [-0.928, 3.788, 2.743], [3.104, -3.938, 1.339], [1.547, -0.638, 2.584], [5.561, -1.946, 0.910], [-2.817, -3.619, -0.122], [-2.212, 2.962, 4.267], [1.803, -1.644, 2.253], [6.390, 1.368, -1.400], [0.211, -0.268, 2.058], [0.049, 3.482, 1.819], [-1.259, 4.812, 2.862], [0.205, -0.936, -0.217], [2.551, 0.523, -0.529], [0.265, -5.071, -2.428], [-0.090, 1.130, 2.314], [1.026, -2.580, -0.594], [3.702, -4.789, -2.177], [4.015, -3.156, -1.565], [-1.061, -3.696, -0.497], [-1.463, 2.767, 3.509], [2.310, 0.040, 2.213], [-0.165, -2.932, 1.494], [-1.650, -1.941, 0.462], [-2.782, 0.145, -0.148], [-3.925, 1.908, -0.543], [-3.924, 0.959, -0.022], [0.537, 2.181, 1.611], [3.244, -3.818, -1.971], [5.063, 1.779, 2.475], [1.538, -0.597, 3.680], [-0.817, -1.183, 2.614], [0.695, -5.347, -1.459], [-1.472, 0.702, 3.905], [-0.553, -1.494, 3.632], [-1.084, -2.392, 1.740], [-5.855, -0.924, 2.037], [-1.733, -3.099, 2.277], [2.941, -5.598, 0.743], [1.277, -6.262, -1.602], [-2.798, -1.067, 0.559], [2.022, 2.296, 0.653], [-2.122, -2.647, -1.440], [-3.898, -1.445, 1.320], [0.488, 4.271, 1.222], [-1.444, 0.659, -1.139], [1.578, -4.813, 1.555], [-5.008, -0.626, 1.431]]}

=====

| no. | DFT total energy (eV) |
| --- | --- |
| 1 | -2757490.196 |
| 2 | -67552.066 |
| 3 | -64539.561 |
| 4 | -328094.102 |